[1]
Here is the ion C5H10N3 with charge +1 in a non-equilibrium geometry from OMol25. Energies are from the ωB97M-V functional and the def2-TZVPD basis.

Properties
LUMO level = -4.50 eV
Net charge = +1
HOMO-LUMO gap = 8.426 eV
HOMO level = -12.93 eV

The geometry in XYZ format:
```
18
Properties=species:S:1:pos:R:3:forces:R:3
N 0.8206 -0.1966 -1.4777 1.201 -2.691 0.476
N -1.1013 -0.1505 1.1383 0.786 -0.494 2.098
N -1.6294 -1.8179 -0.2417 -1.870 -5.102 0.144
C -0.3557 0.9827 1.2166 -0.869 0.142 0.363
C -1.0629 -0.6845 -0.0887 -0.243 -0.221 0.478
C 0.2527 1.1041 2.5037 -0.050 -0.392 1.185
C 1.7807 0.3197 -2.4088 -1.325 0.862 -1.475
C -0.3114 0.0997 -1.1209 -2.059 3.713 -1.669
H -1.3032 -0.7614 2.0507 0.245 1.231 -2.380
H 0.0809 2.0631 2.9939 -0.157 0.038 0.012
H -0.8776 1.0925 -1.4453 0.782 -1.913 0.469
H 0.1020 0.2054 3.2165 0.577 1.399 -0.847
H -1.9730 -2.5029 0.5379 0.808 2.511 -1.138
H 2.6151 0.6801 -1.8348 0.484 0.039 0.247
H 1.3428 1.2416 -2.9733 0.875 -1.706 0.421
H 1.2528 1.2812 2.0788 0.607 -0.521 0.764
H 2.1505 -0.5586 -3.0574 -0.723 1.647 0.808
H -1.7836 -2.3978 -1.0880 0.930 1.458 0.045
```
Forces are in eV/Å.

[2]
Here is an isolated molecule of C6H7N3 in a non-equilibrium geometry from OMol25. Energies are from the ωB97M-V functional and the def2-TZVPD basis.

Properties
LUMO level (spin up / spin down) = 0.00 / 0.00 eV
HOMO-LUMO gap (spin up / spin down) = 7.853 / 7.854 eV
HOMO level (spin up / spin down) = -7.85 / -7.85 eV

The geometry in XYZ format:
```
16
Properties=species:S:1:pos:R:3:forces:R:3
N 0.7888 -2.6683 -0.0288 1.035 -0.409 0.142
N -0.4716 0.9978 0.0676 -2.813 2.652 0.046
N 0.7023 0.7235 0.1467 7.465 -0.229 0.569
C 1.9018 0.8229 0.2730 -4.657 -1.630 -0.726
C -1.3093 -1.2685 -0.0671 -1.284 3.720 0.417
C -0.1146 -1.9613 -0.0097 0.188 -0.210 -0.277
C 3.2764 0.4545 0.0024 2.526 -0.716 -0.432
C -1.4971 0.1434 0.0522 2.119 -6.115 -0.628
C -2.8020 0.7300 0.0057 -2.211 1.318 2.078
H 3.7690 -0.1260 0.8571 -0.779 1.332 -0.746
H -3.7350 0.1879 0.2857 1.254 -0.509 -0.138
H -3.0019 1.0990 -0.9657 -0.090 1.023 -0.918
H 3.8006 1.4139 -0.2323 -0.004 -0.771 0.641
H 3.5890 -0.2231 -0.8772 -1.571 0.916 0.870
H -2.7295 1.5169 0.7930 -0.440 0.147 -0.995
H -2.1670 -1.8424 -0.3025 -0.737 -0.518 0.097
```
Forces are in eV/Å.

Number 1: DFT total energy -9806.3224 eV. Number 2: DFT total energy -10801.3927 eV.